No. 1
Molecular formula: C41H37Cl5CuP2
Method: DFT, ωB97M-V/def2-TZVPD

Geometry (Å):
Cu -0.66475 0.21076 -0.52946
C -1.81949 0.83068 -6.36985
C -1.82489 -0.48572 -6.09271
C -1.10258 -1.49436 -6.94224
C 0.34338 -1.12130 -7.40471
C 1.13201 -0.29236 -6.42576
C 1.15092 1.03813 -6.40804
C 0.33118 1.88185 -7.33699
C -1.14292 1.42594 -7.57385
C 1.70650 0.40563 0.17216
H -2.38141 1.53111 -5.75648
H -2.46075 -0.86757 -5.29385
H -1.70428 -1.69129 -7.84618
H -1.03720 -2.45315 -6.40372
H 0.88474 -2.06654 -7.55978
H 0.27618 -0.61763 -8.38087
H 1.80420 -0.87689 -5.78935
H 1.90143 1.58938 -5.84673
H 0.83234 1.92454 -8.31700
H 0.30232 2.91485 -6.95892
H -1.71356 2.31342 -7.87512
H -1.14872 0.72427 -8.41392
H 0.96265 1.17436 0.48285
H 2.67604 0.80211 0.52454
H 1.52994 -0.50926 0.72704
P -1.80708 -0.64756 -2.09287
P 1.77335 0.13061 -1.63949
C -0.47791 -0.83747 -3.27072
C 0.85126 -0.65612 -3.00637
C -2.71233 -2.17570 -1.84573
C -2.83404 -3.08043 -2.91101
C -3.53916 -4.26793 -2.72736
C -4.05562 -4.60463 -1.47608
C -3.90340 -3.72233 -0.40769
C -3.26922 -2.50049 -0.58940
C -2.90407 0.72924 -2.50932
C -2.36742 2.03047 -2.58184
C -3.21926 3.12304 -2.68995
C -4.59946 2.93299 -2.76526
C -5.12848 1.64208 -2.72644
C -4.29335 0.53818 -2.57247
C 3.25397 -0.93336 -1.58520
C 3.05970 -2.21966 -1.06079
C 4.14408 -3.08617 -0.91622
C 5.43615 -2.65743 -1.24564
C 5.61927 -1.37413 -1.77317
C 4.53926 -0.49251 -1.91247
C 2.26603 1.79911 -2.15727
C 2.27024 2.89382 -1.26990
C 2.69172 4.14826 -1.70742
C 3.07107 4.34567 -3.03908
C 3.04195 3.25899 -3.92577
C 2.64408 1.99498 -3.48693
H -0.77868 -1.18277 -4.25945
H 1.52735 -1.07915 -3.75239
H -2.37140 -2.84602 -3.86962
H -3.68186 -4.93841 -3.57065
H -4.58582 -5.55017 -1.33377
H -4.29186 -3.98477 0.57364
H -3.18483 -1.79037 0.22772
H -1.28866 2.17472 -2.50550
H -2.80142 4.12729 -2.71734
H -5.26488 3.79700 -2.86360
H -6.20232 1.48788 -2.81224
H -4.69258 -0.47247 -2.47433
H 2.06940 -2.52661 -0.72143
H 3.98954 -4.08985 -0.51943
H 6.29354 -3.31357 -1.07619
H 6.62186 -1.04484 -2.05547
H 4.70161 0.53486 -2.23841
H 1.96543 2.77334 -0.23278
H 2.72357 4.97882 -0.99864
H 3.38170 5.33235 -3.37805
H 3.33717 3.40276 -4.96442
H 2.61215 1.14769 -4.16954
Cl -0.18325 -2.53802 1.47529
C -1.20315 -1.24229 2.00509
C -1.31035 -0.08237 1.24375
C -1.86478 1.06615 1.80516
Cl -1.63330 2.57897 0.98495
C -2.50838 1.03221 3.05275
Cl -3.22261 2.44152 3.72838
C -2.52498 -0.20601 3.76733
Cl -3.32260 -0.28724 5.26871
C -1.83473 -1.34123 3.27530
Cl -1.73160 -2.77965 4.21853

Force components x, y, z for each atom (eV/Å):
Cu 0.162 -0.150 0.658
C -0.258 -0.836 0.054
C -0.379 1.165 -0.714
C 0.186 -0.487 -0.058
C -0.425 -0.157 0.007
C 0.513 -0.142 -0.124
C 0.338 -0.258 -0.604
C -0.490 0.459 -0.094
C 0.402 0.185 0.023
C -0.058 0.644 1.087
H 0.026 -0.207 0.153
H 0.171 0.197 -0.062
H 0.146 -0.067 0.234
H -0.138 0.259 -0.077
H -0.141 0.292 -0.091
H 0.238 -0.166 0.351
H -0.143 0.386 -0.052
H -0.381 -0.268 0.126
H -0.071 0.097 0.164
H 0.119 -0.254 -0.053
H 0.107 -0.214 -0.097
H -0.261 0.150 0.169
H 0.246 -0.522 -0.088
H -0.073 -0.156 -0.434
H -0.170 -0.134 -0.049
P 1.793 1.022 -0.718
P -0.289 -0.735 -1.079
C -1.755 -0.371 -0.091
C 1.306 0.777 0.264
C -0.638 -0.584 -0.256
C -0.219 0.011 0.458
C 0.093 -0.082 -0.062
C 0.009 0.111 -0.067
C -0.108 -0.037 -0.019
C 0.318 0.210 -0.642
C -0.767 -0.018 -0.133
C -0.374 -0.338 0.087
C 0.084 -0.150 -0.125
C -0.182 -0.060 -0.120
C -0.072 0.127 0.016
C 0.507 0.292 -0.047
C 0.160 -0.075 0.077
C 0.422 -0.108 -0.080
C 0.121 0.210 0.131
C -0.319 0.269 -0.245
C 0.070 -0.023 0.217
C -0.052 -0.440 0.054
C -0.367 0.600 0.068
C 0.255 -0.110 -0.310
C -0.004 0.064 -0.109
C -0.145 -0.599 0.084
C 0.020 0.199 0.186
C 0.086 0.266 0.153
H 0.683 -0.231 0.274
H 0.207 -0.214 0.449
H -0.183 -0.105 0.158
H 0.075 0.030 0.136
H 0.210 0.328 -0.071
H 0.040 0.066 -0.163
H 0.026 -0.112 -0.049
H -0.181 -0.041 -0.052
H -0.094 -0.163 0.006
H 0.250 -0.361 0.052
H 0.172 0.089 0.086
H -0.012 0.298 -0.121
H 0.171 -0.008 -0.266
H 0.021 0.285 -0.044
H -0.307 0.201 -0.187
H -0.303 -0.063 0.158
H -0.023 -0.297 -0.090
H 0.094 0.112 -0.331
H -0.070 -0.239 -0.255
H -0.041 -0.244 0.043
H -0.067 -0.036 0.202
H 0.091 0.223 0.229
Cl -0.041 -0.294 -0.280
C -1.107 1.045 1.257
C 0.668 0.281 1.141
C -0.473 -1.284 1.332
Cl -0.158 0.243 -0.219
C 0.415 -1.051 -0.170
Cl -0.057 0.003 0.075
C 0.615 0.311 -1.114
Cl -0.253 -0.040 0.467
C 0.076 0.950 -0.751
Cl -0.063 0.076 -0.027

The calculation puts the HOMO energy (spin up / spin down) at -5.103 / -7.177 eV. Its expectation value of S² is 0.758. The orbital gap (spin up / spin down) comes out at 4.9990 / 7.1388 eV. As for the relative energy (zero: lowest compared OMol25 entry of this formula, charge and spin): 0.00 kcal per mole. Its LUMO energy (spin up / spin down) is -0.10 / -0.04 eV. The multiplicity is 2.

---

No. 2
Molecular formula: C7H8N3O
Method: DFT, ωB97M-V/def2-TZVPD

Geometry (Å):
C -0.54541 1.26008 -0.47033
C 1.99192 0.95153 -0.48545
C -1.71076 0.57306 -0.91607
C 0.75397 0.49756 0.10587
C -0.23353 1.25528 0.94351
C 1.03047 -0.94970 0.14553
C 0.20416 -2.00812 0.63239
N 2.81292 -0.01011 -0.73886
N 2.22188 -1.15794 -0.33290
N -2.43398 -0.05026 0.01533
O -3.49177 -0.55454 -0.49226
H -0.06921 2.08828 -1.07158
H 2.22498 2.04454 -0.87503
H -2.09684 0.45276 -1.99174
H 0.27695 2.00777 1.62510
H -0.93182 0.50234 1.50742
H 0.23114 -1.95399 1.83160
H 0.61252 -3.07764 0.31151
H -0.84757 -1.87090 0.25598

Force components x, y, z for each atom (eV/Å):
C 1.150 1.979 -0.829
C 0.541 3.111 -0.699
C -1.298 -0.853 -0.673
C 1.106 -1.687 -0.309
C 0.100 -0.949 3.047
C 1.201 1.963 -1.006
C -1.070 -2.902 2.059
N 0.267 1.182 -0.431
N -0.181 -2.122 0.398
N -0.421 0.734 -2.097
O -0.654 -0.850 0.775
H -1.106 -0.833 0.541
H -0.493 -2.308 1.057
H 0.934 0.459 1.614
H -1.143 -0.432 -1.331
H 1.410 1.700 -0.986
H -0.444 -0.302 -2.500
H -0.762 2.372 0.692
H 0.863 -0.261 0.677

The calculation puts the HOMO energy (spin up / spin down) at -3.246 / -3.246 eV. The net charge is -1. The orbital gap (spin up / spin down) comes out at 7.0063 / 7.0070 eV. As for the relative energy (zero: lowest compared OMol25 entry of this formula, charge and spin): 0.00 kcal per mole. Its LUMO energy (spin up / spin down) is 3.76 / 3.76 eV. The multiplicity is 1.

---

No. 3
Molecular formula: C25H44Cl3F9N4O10
Method: DFT, ωB97M-V/def2-TZVPD

Geometry (Å):
C -12.32102 -8.47376 -27.05513
O -12.21545 -8.92831 -25.92610
N -11.70667 -7.33282 -27.44799
C -11.76396 -6.79296 -28.78811
C -10.93473 -6.61626 -26.45555
H -12.82576 -8.97296 -27.89756
H -12.38734 -7.33562 -29.49342
H -10.71703 -6.86242 -29.08146
H -12.08588 -5.75356 -28.70058
H -10.75163 -7.21562 -25.57140
H -10.00927 -6.20506 -26.85953
H -11.51723 -5.75182 -26.11956
C -11.09707 -7.32462 -32.91500
O -10.68585 -6.32652 -33.46510
N -12.42322 -7.50418 -32.63228
C -13.00704 -8.77268 -32.23339
C -13.38224 -6.39903 -32.78672
H -10.46478 -8.17594 -32.62279
H -13.87466 -9.00917 -32.86153
H -13.51697 -8.75759 -31.26484
H -12.43349 -9.69024 -32.35023
H -14.29094 -6.67663 -33.31723
H -13.65716 -6.01735 -31.80164
H -12.82355 -5.63423 -33.32190
C -12.33059 -14.39922 -30.71199
O -11.64942 -15.41820 -30.77858
N -12.68037 -13.81817 -29.57280
C -12.02181 -14.17212 -28.30524
C -13.30020 -12.49939 -29.48417
H -12.73573 -13.92620 -31.62044
H -12.69257 -14.18386 -27.45061
H -11.13086 -13.55267 -28.21926
H -11.59822 -15.16854 -28.43289
H -12.45156 -11.81144 -29.56216
H -13.92677 -12.32022 -30.35750
H -13.79422 -12.33081 -28.53176
C -10.38139 -11.70967 -26.72474
O -9.83526 -11.70049 -27.81884
N -9.96507 -12.46751 -25.68822
C -10.55126 -12.45147 -24.35408
C -8.77931 -13.30061 -25.79261
H -11.15661 -11.01641 -26.36108
H -10.79785 -13.45029 -23.99419
H -11.42355 -11.79896 -24.34990
H -9.81862 -12.05925 -23.64446
H -8.32887 -13.36085 -26.78168
H -7.91721 -13.01366 -25.18427
H -9.04701 -14.31521 -25.49110
C -8.35602 -8.88944 -26.35789
C -8.08142 -9.94570 -25.26179
O -6.97726 -9.54261 -24.47288
C -6.79290 -9.94992 -23.23851
O -7.46538 -10.76793 -22.67675
C -5.69792 -9.15180 -22.49873
F -4.87336 -8.54416 -23.38042
F -6.18176 -8.20877 -21.69582
F -4.90927 -9.96762 -21.80033
H -8.30254 -7.87582 -25.96756
H -9.30124 -9.04531 -26.87251
H -7.53301 -8.98532 -27.06700
H -7.71721 -10.90073 -25.64695
H -9.02441 -10.15035 -24.75262
C -4.77865 -10.70445 -29.57812
C -5.51599 -11.55077 -28.54044
O -4.80353 -12.78765 -28.42365
C -4.75000 -13.37700 -27.24531
O -5.38373 -13.12744 -26.25785
C -3.72479 -14.52878 -27.21957
F -3.05824 -14.61332 -28.35361
F -2.83731 -14.38120 -26.24401
F -4.42529 -15.68089 -27.02499
H -4.54587 -11.22077 -30.51399
H -3.81738 -10.25968 -29.31907
H -5.35352 -9.86513 -29.97686
H -6.56310 -11.74828 -28.76979
H -5.56211 -10.89166 -27.67072
C -5.48985 -6.55655 -32.64686
C -5.68808 -8.04930 -32.85070
O -4.62582 -8.71256 -33.46982
C -4.34737 -8.63327 -34.74460
O -5.02052 -8.08054 -35.56918
C -3.04144 -9.40848 -35.08501
F -3.25246 -10.33605 -36.07120
F -2.26790 -8.43572 -35.57786
F -2.41601 -9.95604 -34.07449
H -4.50622 -6.27463 -32.27082
H -6.29064 -6.12404 -32.05007
H -5.55060 -6.08682 -33.63175
H -6.62210 -8.19587 -33.40165
H -5.96102 -8.47624 -31.88677
C -8.82672 -9.40940 -29.81685
Cl -8.03318 -10.00187 -31.23953
Cl -10.61286 -9.51238 -30.02857
Cl -8.25324 -7.78507 -29.43753
H -8.71643 -10.16145 -29.03752

Force components x, y, z for each atom (eV/Å):
C 0.905 0.424 -0.181
O -0.427 -0.383 -0.210
N -0.656 -1.086 0.710
C 0.862 0.417 0.710
C -0.431 1.063 0.104
H -0.274 -0.073 0.188
H -0.095 -0.175 0.294
H -0.207 0.534 -0.870
H 0.008 0.038 -0.369
H 0.056 -0.270 -0.209
H 0.077 -0.301 -0.195
H 0.020 0.076 0.049
C -0.950 0.106 -0.395
O 0.552 0.072 0.265
N -0.636 -0.718 0.327
C -1.299 -0.385 -0.367
C 1.114 -0.058 0.141
H -0.036 -0.049 -0.071
H 0.079 0.370 -0.466
H 0.629 0.194 0.456
H 0.781 0.488 0.244
H 0.157 -0.242 -0.139
H -0.084 0.031 0.036
H -0.335 0.182 -0.049
C 0.559 -1.485 -0.630
O -0.252 0.665 -0.175
N -0.936 0.769 2.396
C 0.872 -1.136 -1.331
C 1.300 0.080 -1.209
H -0.106 0.151 0.061
H -0.067 0.374 -0.084
H -0.276 0.348 0.509
H -0.295 -0.154 0.063
H -0.268 0.541 0.254
H -0.321 -0.032 0.237
H -0.260 -0.265 -0.135
C 0.722 0.193 1.427
O -0.184 0.276 -0.261
N 0.716 -0.547 -0.019
C 0.192 0.575 -0.108
C 0.450 -0.923 -0.237
H -0.393 -0.030 -0.651
H -0.208 -0.081 -0.326
H -0.081 -0.111 0.042
H 0.016 0.123 0.007
H -0.668 0.210 -0.275
H -0.455 0.431 0.491
H 0.057 -0.061 -0.021
C 1.386 -0.775 0.417
C -0.815 -0.671 -1.070
O 0.860 1.754 0.380
C -1.465 -0.218 0.335
O 0.269 -0.107 0.199
C 1.581 0.124 -0.870
F -0.383 0.106 -0.015
F -0.378 -0.282 -0.007
F -0.467 -0.198 0.364
H -0.164 -0.032 0.212
H -0.047 -0.150 0.154
H -0.139 0.197 -0.218
H -0.550 0.068 -0.574
H 0.440 0.188 0.828
C 0.016 0.101 -1.667
C 0.056 1.641 -0.684
O 0.273 0.231 0.466
C -0.145 0.023 0.672
O -0.017 0.266 -0.268
C -0.680 -0.497 -0.154
F 0.227 -0.307 -0.498
F -0.211 -0.001 0.286
F 0.637 0.556 -0.042
H -0.173 -0.577 0.209
H -0.082 -0.300 0.834
H -0.443 0.015 0.589
H 0.093 -0.213 -0.438
H 0.371 -0.873 0.741
C 0.367 0.291 -1.307
C -2.191 1.237 0.511
O 1.442 -0.970 1.396
C -1.524 -0.313 -0.484
O 0.641 -0.159 0.008
C -0.745 0.697 -1.448
F 0.205 0.818 1.182
F 0.727 -0.116 -0.400
F -0.005 -0.524 0.363
H -0.079 -0.266 0.404
H 0.069 -0.172 0.183
H -0.055 0.151 0.040
H 0.225 0.034 -0.469
H 1.020 -0.606 -0.025
C -1.005 -0.625 0.200
Cl 0.165 -0.307 -0.551
Cl 0.396 0.350 -0.174
Cl -0.179 -0.265 -0.008
H 0.552 0.510 0.367

The calculation puts the HOMO energy at -9.349 eV. The orbital gap comes out at 9.3820 eV. Its LUMO energy is 0.03 eV. The multiplicity is 1.